DFT (ωB97M-V with the def2-TZVPD basis set) results for 2 unconnected molecules or ions with the total composition C6H8N2O3 at a distorted geometry.

The geometry in XYZ format:
```
19
C6H8N2O3 | OMol25 | ωB97M-V with the def2-TZVPD basis set
C 0.521 -1.313 0.738
C -1.541 0.924 0.707
C 2.596 0.291 0.709
C 2.080 0.353 -0.687
C -3.014 -0.327 -1.148
C -2.417 0.117 0.081
N 1.413 -0.524 0.323
N -3.143 -1.020 0.118
O -1.488 0.798 2.070
O -0.412 -2.011 0.820
O -0.711 1.683 0.193
H 3.527 -0.132 0.958
H 2.262 1.055 1.432
H 1.667 1.220 -1.113
H 2.569 -0.271 -1.434
H -3.906 0.231 -1.400
H -2.508 -0.769 -2.049
H -1.386 1.576 2.551
H -2.685 -1.907 0.337
```

Kohn-Sham gap (spin up / spin down) = 8.84 / 5.05 eV
2S+1 = 1
LUMO level (spin up / spin down) = 0.8 / -0.6 eV
ΔE to the lowest compared entry with this formula, charge and spin = 739.31 kJ/mol
E = -568.41179 Eh

---

DFT (ωB97M-V with the def2-TZVPD basis set) results for a single C6H8N2O3 molecule at a distorted geometry.

The geometry in XYZ format:
```
19
C6H8N2O3 | OMol25 | ωB97M-V with the def2-TZVPD basis set
H -0.592 -2.157 -0.536
N 0.444 -2.248 -0.177
C 1.165 -1.285 -0.411
C 0.760 -0.112 -1.131
C -0.334 0.573 -0.767
C -1.019 0.260 0.585
O -2.210 0.198 0.745
O 0.012 0.147 1.447
C -0.518 0.171 2.760
C 1.699 0.293 -2.336
N 1.555 -0.602 -3.396
O 2.575 1.120 -2.263
H 2.141 -1.266 0.075
H -0.633 1.430 -1.233
H -1.480 -0.346 2.692
H -0.554 1.218 3.078
H 0.208 -0.430 3.386
H 0.846 -1.124 -3.885
H 2.279 -0.427 -4.105
```

Kohn-Sham gap = 10.28 eV
2S+1 = 1
LUMO level = 0.5 eV
SMILES string = [H]/N=C\C(=C/C(=O)OC)C(N)=O
ΔE to the lowest compared entry with this formula, charge and spin = 244.65 kJ/mol
E = -568.60020 Eh

---

DFT (ωB97M-V with the def2-TZVPD basis set) results for a single C6H8N4 molecule at a distorted geometry.

The geometry in XYZ format:
```
18
C6H8N4 | OMol25 | ωB97M-V with the def2-TZVPD basis set
C 2.529 -0.711 -0.186
C 1.629 -1.261 0.743
C 1.851 0.384 -0.685
C -2.011 -1.896 -0.662
C -1.571 1.296 0.687
C -0.390 1.408 -0.288
N 0.474 -0.683 0.677
N -2.165 -0.813 -0.200
N -2.439 0.339 0.088
N 0.566 0.341 -0.176
H 3.532 -1.186 -0.276
H 1.697 -2.084 1.450
H 2.378 1.020 -1.347
H -2.383 -2.850 -0.877
H -0.624 1.358 -1.392
H -1.113 0.874 1.739
H -2.034 2.176 0.698
H 0.072 2.289 0.010
```

Kohn-Sham gap = 8.97 eV
2S+1 = 1
LUMO level = 1.0 eV
ΔE to the lowest compared entry with this formula, charge and spin = 522.40 kJ/mol
E = -452.26271 Eh

---

DFT (ωB97M-V with the def2-TZVPD basis set) results for a gas-phase ion, C6H8N4 (charge +2) at a distorted geometry.

The geometry in XYZ format:
```
18
C6H8N4 | OMol25 | ωB97M-V with the def2-TZVPD basis set
C 0.135 -1.598 -1.376
N -0.015 -0.728 -0.139
C -0.795 -1.223 0.817
C -1.320 -0.439 1.808
C -0.968 0.924 1.887
C -0.035 1.440 1.004
C 0.484 0.543 -0.089
N 1.281 0.819 -1.210
N 1.700 1.939 -1.417
N 2.000 2.968 -1.622
H -0.503 -2.437 -1.045
H -0.410 -1.273 -2.181
H 1.159 -1.846 -1.613
H -0.975 -2.310 0.859
H -1.861 -0.866 2.701
H -1.397 1.557 2.651
H 0.137 2.488 0.920
H 1.383 0.042 -1.957
```

Kohn-Sham gap = 9.24 eV
2S+1 = 1
Net charge = +2
LUMO level = -9.5 eV
SMILES string = C[n+]1ccccc1N[N+]#N
ΔE to the lowest compared entry with this formula, charge and spin = 80.23 kJ/mol
E = -451.65918 Eh

---

DFT (ωB97M-V with the def2-TZVPD basis set) results for a gas-phase ion, C6H8N4O (charge +2) at a distorted geometry.

The geometry in XYZ format:
```
19
C6H8N4O | OMol25 | ωB97M-V with the def2-TZVPD basis set
C 0.610 -1.186 -0.797
C 1.068 1.161 -0.165
C -3.391 0.479 0.566
C 1.686 -0.137 -0.471
C -1.281 0.585 0.262
C 3.142 -0.230 -0.267
N -0.219 1.318 0.047
N -2.980 -0.757 0.238
N -2.430 1.323 0.617
N -1.706 -0.695 0.182
O 0.499 -2.096 0.061
H -0.092 -0.938 -1.585
H 1.711 1.954 0.086
H -4.364 0.561 0.947
H 3.684 -0.763 -0.956
H 3.246 -0.929 0.647
H 3.615 0.708 -0.059
H -2.511 2.318 0.676
H -0.286 -2.677 -0.032
```

Kohn-Sham gap (spin up / spin down) = 6.97 / 6.68 eV
2S+1 = 1
Net charge = +2
LUMO level (spin up / spin down) = -11.6 / -11.8 eV
ΔE to the lowest compared entry with this formula, charge and spin = 230.25 kJ/mol
E = -526.84335 Eh

---

DFT (ωB97M-V with the def2-TZVPD basis set) results for a single C6H8N4O2 molecule at a distorted geometry.

The geometry in XYZ format:
```
20
C6H8N4O2 | OMol25 | ωB97M-V with the def2-TZVPD basis set
C 3.511 -0.016 0.072
C 2.070 -0.174 -0.076
N 1.558 -1.346 0.314
C 0.283 -1.552 0.096
C -0.617 -0.524 -0.255
C -2.026 -0.895 -0.398
O -2.379 -1.974 -0.854
N -3.014 0.002 0.007
N -2.890 1.039 0.921
C 0.017 0.707 -0.506
O -0.721 1.813 -0.831
N 1.319 0.853 -0.457
H 3.779 1.048 0.051
H 3.890 -0.461 0.984
H 4.092 -0.569 -0.706
H -0.099 -2.545 0.337
H -3.924 -0.355 -0.131
H -2.210 1.730 0.619
H -2.620 0.723 1.849
H -0.018 2.497 -1.037
```

Kohn-Sham gap = 9.74 eV
2S+1 = 1
LUMO level = 0.2 eV
SMILES string = Cc1ncc(C(=O)NN)c(O)n1
ΔE to the lowest compared entry with this formula, charge and spin = 88.81 kJ/mol
E = -602.94573 Eh

---

DFT (ωB97M-V with the def2-TZVPD basis set) results for a gas-phase ion, C6H8N5 (charge +1) at a distorted geometry.

The geometry in XYZ format:
```
19
C6H8N5 | OMol25 | ωB97M-V with the def2-TZVPD basis set
N 0.380 1.222 -2.187
C -0.511 0.561 -1.418
N -1.125 -0.516 -2.103
C -0.868 0.867 -0.121
C -1.148 1.033 1.126
N -0.727 0.331 2.210
N -0.060 -0.840 2.080
C -0.594 -2.030 1.730
N 0.282 -2.946 1.663
C 1.523 -2.360 1.732
C 1.338 -1.051 2.079
H 0.782 1.993 -1.725
H 0.573 0.802 -3.109
H -1.238 -1.321 -1.516
H -0.702 -0.781 -2.967
H -1.878 1.965 1.364
H -0.553 0.862 3.043
H 2.487 -2.831 1.617
H 1.963 -0.321 2.394
```

Kohn-Sham gap (spin up / spin down) = 6.16 / 7.88 eV
2S+1 = 1
Net charge = +1
LUMO level (spin up / spin down) = -6.6 / -4.7 eV
SMILES string = NC(N)=C=CNn1c#[n+]cc1
ΔE to the lowest compared entry with this formula, charge and spin = 613.58 kJ/mol
E = -506.73804 Eh

---

DFT (ωB97M-V with the def2-TZVPD basis set) results for a single C6H8N6O molecule at a distorted geometry.

The geometry in XYZ format:
```
21
C6H8N6O | OMol25 | ωB97M-V with the def2-TZVPD basis set
C -1.209 -2.328 -0.954
O 0.009 -1.614 -0.866
C 0.106 -0.720 0.233
N 1.406 -0.111 0.155
C 2.273 0.195 -0.917
N 3.215 0.951 -0.546
C 3.019 1.123 0.854
N 1.902 0.549 1.257
N -0.960 0.338 0.291
C -1.471 0.956 1.417
N -2.212 1.946 1.020
C -2.085 1.977 -0.335
N -1.389 0.963 -0.812
H -1.553 -2.836 -0.096
H -0.897 -3.234 -1.508
H -2.033 -1.849 -1.415
H 0.051 -0.985 1.301
H 2.150 -0.142 -1.912
H 3.560 1.792 1.475
H -1.336 0.473 2.376
H -2.547 2.553 -1.017
```

Kohn-Sham gap = 10.82 eV
2S+1 = 1
LUMO level = 0.7 eV
SMILES string = COC(n1cncn1)n1cncn1
ΔE to the lowest compared entry with this formula, charge and spin = 62.82 kJ/mol
E = -637.14615 Eh

---

DFT (ωB97M-V with the def2-TZVPD basis set) results for a gas-phase ion, C6H8NO3S (charge -1) at a distorted geometry.

The geometry in XYZ format:
```
19
C6H8NO3S | OMol25 | ωB97M-V with the def2-TZVPD basis set
C 3.182 -0.370 -0.125
O 2.273 -0.851 0.843
C 0.920 -0.738 0.589
C 0.296 0.471 0.544
N -1.072 0.778 0.432
C -1.756 2.347 0.192
O -0.877 3.132 0.458
O -2.889 2.152 -0.061
C -1.949 -0.286 0.155
C -1.229 -1.397 -0.746
S 0.142 -2.217 0.060
H 4.166 -0.798 0.103
H 3.226 0.640 0.037
H 2.828 -0.691 -1.210
H 0.893 1.489 0.561
H -2.833 -0.106 -0.390
H -2.239 -0.661 1.191
H -2.076 -2.101 -1.082
H -1.005 -0.794 -1.551
```

Kohn-Sham gap = 6.26 eV
2S+1 = 1
Net charge = -1
LUMO level = 3.2 eV
SMILES string = COC1=CN(C(=O)[O-])CCS1
ΔE to the lowest compared entry with this formula, charge and spin = 135.76 kJ/mol
E = -912.08734 Eh

---

DFT (ωB97M-V with the def2-TZVPD basis set) results for 2 unconnected molecules or ions with the total composition C6H8NO5 at a distorted geometry.

The geometry in XYZ format:
```
20
C6H8NO5 | OMol25 | ωB97M-V with the def2-TZVPD basis set
C -0.044 0.810 0.697
C -0.193 0.583 3.373
C -0.026 2.302 0.812
C 0.420 -2.610 -1.783
C -0.460 -2.211 -0.707
C 0.010 0.328 -0.608
N 0.161 0.944 -1.793
O 0.870 0.951 3.599
O -0.209 0.034 1.715
O -1.263 0.431 3.784
O 0.619 2.077 -1.854
O -0.216 0.368 -2.855
H 0.354 2.906 -0.035
H -0.908 2.825 1.078
H 0.582 2.433 1.613
H 1.101 -3.356 -1.473
H 1.043 -1.627 -2.104
H -0.193 -2.953 -2.615
H -1.335 -1.635 -1.082
H -0.312 -2.601 0.239
```

Kohn-Sham gap (spin up / spin down) = 8.44 / 7.74 eV
2S+1 = 1
Net charge = -1
LUMO level (spin up / spin down) = 3.4 / 3.1 eV
ΔE to the lowest compared entry with this formula, charge and spin = 590.40 kJ/mol
E = -664.19347 Eh

---

DFT (ωB97M-V with the def2-TZVPD basis set) results for 2 unconnected molecules or ions with the total composition C6H8NS at a distorted geometry.

The geometry in XYZ format:
```
16
C6H8NS | OMol25 | ωB97M-V with the def2-TZVPD basis set
C 0.015 -2.391 -1.203
C 0.094 -1.007 -1.278
C -0.248 -2.849 0.068
C -0.085 -0.390 -0.033
C 0.681 2.170 0.082
C -0.109 0.961 0.224
N 0.192 1.745 1.414
S -0.413 -1.598 1.209
H 0.145 -3.047 -2.044
H 0.277 -0.451 -2.178
H -0.347 -3.869 0.388
H 1.754 2.097 -0.070
H 0.242 3.071 -0.326
H -2.503 1.890 -0.201
H 0.865 1.392 2.098
H -0.560 2.278 1.851
```

Kohn-Sham gap (spin up / spin down) = 7.70 / 8.23 eV
2S+1 = 1
Net charge = +1
LUMO level (spin up / spin down) = -4.2 / -5.3 eV
ΔE to the lowest compared entry with this formula, charge and spin = 391.72 kJ/mol
E = -685.92190 Eh

---

DFT (ωB97M-V with the def2-TZVPD basis set) results for 2 unconnected molecules or ions with the total composition C6H8O2 at a distorted geometry.

The geometry in XYZ format:
```
16
C6H8O2 | OMol25 | ωB97M-V with the def2-TZVPD basis set
O -1.503 -0.284 1.795
C -0.667 -0.494 0.733
C 0.702 -0.768 0.853
C 1.388 -0.995 -0.321
C 0.860 -0.500 -1.506
C -0.450 -0.060 -1.583
C -1.321 -0.301 -0.497
H -1.202 -0.694 2.599
H 1.093 -1.115 1.798
H 2.303 -1.588 -0.363
H 1.532 -0.431 -2.359
H -0.672 0.381 -2.558
H -2.368 -0.054 -0.551
O 0.821 2.433 -0.026
H 1.283 1.764 0.502
H 0.624 3.174 0.568
```

Kohn-Sham gap = 9.27 eV
2S+1 = 1
LUMO level = 0.7 eV
SMILES string = Oc1ccccc1.O
ΔE to the lowest compared entry with this formula, charge and spin = 75.54 kJ/mol
E = -383.88135 Eh

---

DFT (ωB97M-V with the def2-TZVPD basis set) results for a single C6H8O2 molecule at a distorted geometry.

The geometry in XYZ format:
```
16
C6H8O2 | OMol25 | ωB97M-V with the def2-TZVPD basis set
C 1.640 -1.907 -2.019
C 1.016 -1.559 -0.916
C 0.651 -1.429 0.529
C -0.189 -0.784 -0.482
C -0.054 0.755 -0.487
C -0.733 1.404 0.705
O -0.010 1.992 1.518
O -2.041 1.182 0.919
H 2.607 -2.395 -2.128
H 1.271 -1.413 -2.997
H 0.263 -2.370 0.987
H 1.235 -0.666 1.204
H -1.174 -1.159 -0.596
H 1.008 0.970 -0.508
H -0.590 1.243 -1.368
H -2.201 1.514 1.928
```

Kohn-Sham gap = 10.47 eV
2S+1 = 1
LUMO level = 0.6 eV
SMILES string = C=C1C[C@H]1CC(=O)O
ΔE to the lowest compared entry with this formula, charge and spin = 231.14 kJ/mol
E = -383.82208 Eh

---

DFT (ωB97M-V with the def2-TZVPD basis set) results for a molecular structure, C6H8O2 at a distorted geometry.

The geometry in XYZ format:
```
16
C6H8O2 | OMol25 | ωB97M-V with the def2-TZVPD basis set
C 0.243 0.614 0.315
C -1.089 1.210 -0.468
C -1.908 -0.169 -0.357
C -0.624 -1.253 0.017
C 0.019 -0.558 1.335
C 0.593 -0.637 -0.460
H 2.123 1.611 -0.722
H -1.878 1.855 -0.054
H -0.567 1.238 -1.699
H -2.517 -0.155 0.756
H -2.741 -0.578 -1.181
H -0.660 -2.381 0.293
H 1.186 -1.085 1.499
H -0.752 -0.487 2.149
O 1.140 1.684 0.326
O 1.660 -1.092 -0.743
```

Kohn-Sham gap = 9.31 eV
2S+1 = 1
LUMO level = -0.1 eV
ΔE to the lowest compared entry with this formula, charge and spin = 778.80 kJ/mol
E = -383.61349 Eh